Here is a 2-piece molecular cluster, C24H43N6O5P overall at a distorted geometry from the Open Molecules 2025 dataset. Energies are from ωB97M-V/def2-TZVPD.

Results
Max |F|: 5.88 eV/A
Relative energy (zero: lowest compared OMol25 entry of this formula, charge and spin): 0.0 kcal/mol
Spin multiplicity: 2
Charge: +1

The geometry in XYZ format:
```
79
C24H43N6O5P ωB97M-V/def2-TZVPD
C -4.50804 -0.64458 -1.30147
C -4.62831 -1.01110 -2.89003
C -4.17103 -2.52570 -3.14223
C -3.96334 0.08294 -3.85366
C -2.43320 -0.16980 -4.24775
C -2.19878 0.60224 -5.67248
C -1.36146 0.40279 -3.19323
O -1.07540 1.82612 -3.33167
N 0.08343 2.05629 -3.98011
C 1.19449 2.37525 -3.29990
N 1.17389 2.43484 -1.83193
C 2.52985 2.81679 -1.50017
C 3.22993 3.04999 -0.08074
P 2.26092 2.15072 1.31236
O 2.99430 2.43036 2.63825
O 2.30594 0.47107 0.96137
O 0.66473 2.73590 1.35136
N 3.23506 2.96533 -2.75055
C 4.66912 3.40312 -2.62188
C 5.68953 2.26474 -2.75874
C 7.20476 2.69725 -2.67591
C 7.34235 4.23940 -2.46723
C 6.17755 5.23378 -2.31110
N 4.83291 4.78718 -2.39408
N 2.50710 2.69053 -3.86589
H -3.85625 -1.39897 -0.73040
H -4.20824 0.44420 -1.14241
H -5.56542 -0.75393 -0.84234
H -5.76694 -0.98174 -3.10226
H -4.35838 -2.83994 -4.23317
H -3.03034 -2.62328 -2.97332
H -4.70917 -3.22054 -2.41269
H -4.04865 1.09923 -3.30331
H -4.57668 0.18557 -4.80922
H -2.14964 -1.25503 -4.45164
H -1.21524 0.21923 -6.11046
H -3.05628 0.25764 -6.36728
H -2.26602 1.73641 -5.57800
H -0.37887 -0.20933 -3.17612
H -1.80334 0.26435 -2.13205
H 0.07846 2.01199 -5.01988
H 3.24991 4.15969 0.18054
H 4.28387 2.58220 -0.04244
H 3.26443 0.21486 0.97381
H 0.73878 3.61398 1.79969
H 5.38531 1.17020 -2.91358
H 8.07539 1.97858 -2.79061
H 8.40669 4.67302 -2.42368
H 6.35849 6.35496 -2.12240
H 2.82106 2.72832 -4.84137
C -0.48917 -0.28952 4.68168
C 0.22448 -1.63468 4.37382
C 0.21110 -1.89963 2.85419
C -1.15575 -2.31940 2.31973
C -1.71053 -3.49749 3.11544
C -1.72869 -3.24400 4.63675
N -0.42127 -2.73684 5.15363
O 0.44505 -3.78634 5.18120
C -2.85623 -2.23945 4.97503
C -2.17819 -4.54506 5.34987
C 1.69280 -1.38430 4.80892
H 0.21485 0.54729 4.72038
H -1.22869 -0.01997 3.92522
H -0.98248 -0.30809 5.65743
H 0.92985 -2.69036 2.60670
H 0.54327 -1.00747 2.31390
H -1.85733 -1.47964 2.35162
H -1.06829 -2.59951 1.26535
H -2.72000 -3.72615 2.75851
H -1.10140 -4.38419 2.89019
H -2.84039 -1.97534 6.03643
H -3.83920 -2.67251 4.76451
H -2.81346 -1.31955 4.39440
H -1.53843 -5.39880 5.11341
H -3.19078 -4.82570 5.04461
H -2.18766 -4.41445 6.43644
H 1.75669 -1.18384 5.88253
H 2.10801 -0.51797 4.28431
H 2.35266 -2.22416 4.57580
```

Results of the Löwdin charge analysis, in e, for atoms 1 through 4:
1. C -0.10
2. C -0.38
3. C -0.11
4. C -0.16